1.
ORCA calculation (ωB97M-V/def2-TZVPD) on a cluster of 2 separate species, C6H13NO in total.

Output
Kohn-Sham gap, eV: 9.42
SMILES: C=C/C=C/CNC.O
HOMO level, eV: -8.75
E_LUMO, eV: 0.7
Relative energy (zero: lowest compared OMol25 entry of this formula, charge and spin), kJ/mol: 404.93

Atoms and positions in Å:
C: -0.353 2.512 1.894
C: 0.219 1.707 1.043
C: -0.177 0.442 0.492
C: -1.213 0.195 -0.323
C: -1.815 -1.223 -0.632
N: -2.078 -2.052 0.565
C: -0.878 -2.713 1.197
H: -1.378 2.220 2.208
H: 0.104 3.410 2.271
H: 1.219 1.894 0.565
H: 0.220 -0.492 0.794
H: -1.852 1.029 -0.663
H: -2.799 -1.042 -1.226
H: -1.045 -1.944 -1.159
H: -2.426 -1.555 1.314
H: -0.950 -3.126 2.245
H: 0.034 -2.049 1.189
H: -0.876 -3.720 0.605
O: 4.997 1.316 -3.474
H: 4.090 1.712 -3.386
H: 5.527 1.979 -2.953


2.
ORCA calculation (ωB97M-V/def2-TZVPD) on a structure of composition C18H26BrN6P2Tl.

Output
Kohn-Sham gap (spin up / spin down), eV: 5.86 / 4.24
Charge: +2
HOMO level (spin up / spin down), eV: -13.52 / -13.51
E_LUMO (spin up / spin down), eV: -7.7 / -9.3
Relative energy (zero: lowest compared OMol25 entry of this formula, charge and spin), kJ/mol: 210.76

Atoms and positions in Å:
Tl: 0.193 -1.073 -0.158
C: 0.779 3.834 -1.118
P: 0.331 3.074 0.478
C: 1.888 2.985 1.434
C: -0.682 4.344 1.342
C: -2.063 4.276 0.683
P: -2.227 2.544 0.091
C: -3.745 2.512 -0.928
C: -2.622 1.559 1.571
H: 0.953 4.902 -0.982
H: -0.019 3.690 -1.845
H: 1.688 3.378 -1.508
H: 2.357 3.971 1.440
H: 2.569 2.263 0.988
H: 1.669 2.678 2.456
H: -0.221 5.329 1.260
H: -0.734 4.093 2.403
H: -2.124 4.944 -0.178
H: -2.877 4.537 1.361
H: -4.554 2.985 -0.367
H: -4.025 1.488 -1.170
H: -3.576 3.059 -1.855
H: -3.451 2.017 2.112
H: -1.749 1.499 2.221
H: -2.909 0.549 1.278
N: 3.672 -3.127 -0.832
C: 3.916 -1.793 -0.770
C: 5.231 -1.321 -0.590
C: 5.468 0.030 -0.624
C: 4.400 0.905 -0.836
C: 3.146 0.361 -0.965
N: 2.881 -0.950 -0.904
H: 4.441 -3.771 -0.848
H: 2.777 -3.441 -1.150
H: 6.035 -2.033 -0.458
H: 6.474 0.409 -0.508
H: 4.557 1.974 -0.884
H: 2.279 0.999 -1.121
Br: -6.181 -4.553 -0.106
C: -4.490 -3.786 -0.431
C: -3.347 -4.569 -0.399
C: -2.126 -3.947 -0.593
N: -1.995 -2.638 -0.811
C: -3.110 -1.909 -0.879
C: -4.376 -2.428 -0.697
H: -3.402 -5.633 -0.218
H: -1.208 -4.521 -0.575
H: -2.972 -0.855 -1.106
H: -5.252 -1.798 -0.752
N: 2.710 -7.489 1.023
C: 2.107 -6.517 1.290
N: 1.452 -5.480 1.630
C: 1.189 -4.318 1.210
N: 0.871 -3.238 0.893


3.
ORCA calculation (ωB97M-V/def2-TZVPD) on a structure of composition C4HDyLiO2.

Output
Kohn-Sham gap (spin up / spin down), eV: 7.81 / 6.36
Charge: +2
HOMO level (spin up / spin down), eV: -16.93 / -16.77
Spin multiplicity: 7
E_LUMO (spin up / spin down), eV: -9.1 / -10.4
Relative energy (zero: lowest compared OMol25 entry of this formula, charge and spin), kJ/mol: 0.00

Atoms and positions in Å:
C: 2.057 -0.897 -0.085
C: 3.300 -0.560 -0.166
O: 4.406 -0.158 -0.277
O: -0.891 -0.959 -0.162
C: -0.124 -2.096 -0.242
C: 1.207 -2.031 -0.086
H: -0.560 -3.044 0.147
Dy: 0.358 0.758 -0.055
Li: -2.685 -0.980 0.186


4.
ORCA calculation (ωB97M-V/def2-TZVPD) on a structure of composition C25H23N5O5S.

Output
Kohn-Sham gap, eV: 8.30
HOMO level, eV: -8.29
E_LUMO, eV: 0.0
Relative energy (zero: lowest compared OMol25 entry of this formula, charge and spin), kJ/mol: 0.00

Atoms and positions in Å:
N: 1.399 4.909 -3.409
C: 0.788 3.713 -3.317
O: 0.373 3.096 -4.287
C: 0.686 3.200 -1.937
N: 1.249 3.849 -0.937
S: 1.120 3.041 0.454
C: 0.195 1.739 -0.230
C: 0.060 1.958 -1.597
N: -0.601 1.215 -2.518
H: -0.695 0.223 -2.367
H: -0.421 1.517 -3.470
C: 0.022 0.599 0.676
O: 0.935 0.361 1.467
N: -1.112 -0.137 0.656
C: -2.299 0.174 -0.122
C: -2.687 -0.978 -0.993
C: -3.792 -1.777 -0.991
C: -3.587 -2.741 -2.007
C: -2.372 -2.463 -2.543
O: -1.819 -1.397 -1.941
H: -1.808 -2.929 -3.326
H: -4.251 -3.533 -2.285
H: -4.645 -1.690 -0.349
H: -2.111 1.067 -0.719
H: -3.131 0.380 0.563
C: -1.210 -1.340 1.495
C: -0.861 -1.082 2.941
C: -1.207 0.124 3.541
C: -0.932 0.359 4.872
C: -0.314 -0.623 5.639
C: 0.013 -1.839 5.053
C: -0.260 -2.064 3.716
H: -0.005 -3.016 3.276
H: 0.485 -2.612 5.644
O: -0.061 -0.357 6.948
H: 0.375 -1.114 7.357
H: -1.189 1.297 5.337
H: -1.689 0.896 2.960
H: -2.254 -1.669 1.442
C: -0.379 -2.436 0.791
O: -0.913 -3.313 0.143
N: 0.949 -2.286 0.931
H: 1.261 -1.440 1.403
C: 1.880 -2.868 -0.019
C: 2.087 -1.881 -1.142
C: 2.842 -0.734 -0.927
C: 2.949 0.230 -1.914
C: 2.304 0.057 -3.127
C: 1.549 -1.084 -3.347
C: 1.437 -2.046 -2.358
H: 0.839 -2.930 -2.522
H: 1.043 -1.220 -4.292
H: 2.380 0.812 -3.896
H: 3.533 1.121 -1.734
H: 3.338 -0.590 0.022
H: 2.818 -3.081 0.500
H: 1.442 -3.797 -0.391
H: 1.737 5.352 -2.572
H: 1.537 5.333 -4.310


5.
ORCA calculation (ωB97M-V/def2-TZVPD) on the ion C5H8NS2 with charge +1.

Output
Kohn-Sham gap, eV: 9.04
Charge: +1
SMILES: [NH3+][C@]1(S)[C@@H]2SC=C[C@@H]21
HOMO level, eV: -12.72
E_LUMO, eV: -3.7
Relative energy (zero: lowest compared OMol25 entry of this formula, charge and spin), kJ/mol: 224.56

Atoms and positions in Å:
N: -0.790 0.190 -1.564
C: -1.078 0.227 -0.129
S: -2.872 0.521 0.194
C: 0.026 0.869 0.743
S: 1.607 1.383 -0.032
C: 2.345 -0.316 0.029
C: 1.358 -1.145 0.295
C: -0.071 -0.602 0.757
H: -1.097 1.247 -1.879
H: 0.330 0.101 -1.655
H: -1.302 -0.524 -2.130
H: -2.954 0.173 1.433
H: -0.145 1.342 1.720
H: 3.451 -0.192 -0.109
H: 1.464 -2.198 0.605
H: -0.273 -1.075 1.722


6.
ORCA calculation (ωB97M-V/def2-TZVPD) on a structure of composition C34H27FN8O4SSr.

Output
Kohn-Sham gap, eV: 6.63
HOMO level, eV: -6.82
E_LUMO, eV: -0.2
Relative energy (zero: lowest compared OMol25 entry of this formula, charge and spin), kJ/mol: 95.08

Atoms and positions in Å:
Sr: 0.285 0.219 -0.598
N: 0.456 -0.508 4.577
C: 1.730 -0.703 5.148
C: 1.865 -0.925 6.508
C: 3.125 -1.107 7.066
C: 4.248 -1.084 6.260
C: 4.114 -0.877 4.892
C: 2.862 -0.675 4.339
S: 2.693 -0.354 2.598
N: 1.075 -0.731 2.316
C: 0.204 -0.740 3.243
C: -1.212 -1.044 2.897
C: -1.935 -1.960 3.658
C: -3.247 -2.226 3.304
C: -3.795 -1.553 2.224
C: -2.993 -0.661 1.526
N: -1.727 -0.419 1.843
H: -0.325 -0.546 5.208
H: 0.983 -0.935 7.139
H: 3.216 -1.268 8.132
H: 5.231 -1.226 6.690
H: 4.987 -0.842 4.252
H: -1.469 -2.473 4.489
H: -3.830 -2.943 3.868
H: -4.821 -1.719 1.926
H: -3.378 -0.111 0.677
C: 2.632 -3.270 0.329
C: 2.528 -2.612 -1.001
N: 1.651 -1.688 -1.344
C: 1.886 -1.389 -2.666
C: 2.930 -2.150 -3.123
N: 3.324 -2.902 -2.049
C: 3.664 -2.293 -4.405
O: 3.216 -1.596 -5.411
O: 4.610 -3.052 -4.458
C: 1.046 -0.392 -3.414
O: 1.271 -0.255 -4.633
O: 0.158 0.212 -2.756
H: 1.913 -2.819 1.007
H: 3.630 -3.141 0.746
H: 2.425 -4.339 0.248
H: 4.092 -3.555 -2.105
H: 2.388 -1.061 -5.135
N: -3.183 0.680 -2.205
C: -2.750 -0.641 -2.195
C: -3.242 -1.476 -3.211
C: -2.867 -2.799 -3.225
C: -2.024 -3.273 -2.224
C: -1.597 -2.380 -1.266
N: -1.947 -1.090 -1.240
C: -2.703 1.844 -1.614
C: -3.214 3.054 -2.110
C: -2.800 4.237 -1.544
C: -1.896 4.199 -0.487
C: -1.450 2.967 -0.064
N: -1.836 1.804 -0.607
H: -3.804 0.870 -2.971
H: -3.894 -1.075 -3.976
H: -3.217 -3.454 -4.011
H: -1.706 -4.305 -2.202
H: -0.943 -2.702 -0.461
H: -3.913 3.048 -2.936
H: -3.168 5.180 -1.924
H: -1.537 5.104 -0.020
H: -0.747 2.886 0.758
F: 5.169 4.800 -0.514
C: 4.207 3.844 -0.431
C: 4.122 2.886 -1.418
C: 3.126 1.918 -1.313
C: 2.185 1.871 -0.270
C: 2.350 2.875 0.700
C: 3.340 3.853 0.641
H: 4.818 2.902 -2.249
H: 3.086 1.169 -2.104
H: 1.682 2.901 1.562
H: 3.439 4.613 1.408


7.
ORCA calculation (ωB97M-V/def2-TZVPD) on a structure of composition C40H32AsCrFN4O3S3.

Output
Kohn-Sham gap (spin up / spin down), eV: 4.65 / 4.64
Charge: -1
HOMO level (spin up / spin down), eV: -3.66 / -3.70
Spin multiplicity: 4
E_LUMO (spin up / spin down), eV: 1.0 / 0.9

Atoms and positions in Å:
Cr: -1.895 0.284 -0.166
S: -4.305 -1.419 3.145
C: -4.264 -0.057 2.232
S: -4.149 -0.004 0.486
C: -4.580 1.172 2.901
C: -4.992 1.309 4.233
N: -5.343 1.551 5.336
C: -4.770 2.359 2.160
N: -4.865 3.319 1.511
S: -2.355 4.383 -2.126
C: -2.221 4.718 -0.401
C: -2.406 5.900 0.259
C: -2.097 5.895 1.629
C: -1.797 4.731 2.323
C: -1.663 3.534 1.652
C: -1.870 3.522 0.279
N: -1.812 2.378 -0.533
C: -2.083 2.705 -1.799
C: -2.196 1.622 -2.773
C: -2.353 1.830 -4.133
C: -2.924 0.818 -4.932
C: -3.356 -0.365 -4.296
C: -3.092 -0.579 -2.929
C: -2.480 0.384 -2.169
H: -2.778 6.838 -0.224
H: -2.188 6.839 2.160
H: -1.700 4.756 3.416
H: -1.407 2.613 2.203
H: -2.176 2.785 -4.684
H: -3.090 0.988 -5.980
H: -3.840 -1.133 -4.897
H: -3.431 -1.534 -2.475
C: 4.714 1.423 3.328
C: 4.870 1.261 1.795
C: 5.942 0.263 1.379
C: 6.117 0.298 -0.149
C: 4.805 0.201 -0.874
C: 4.807 -0.225 -2.202
C: 3.564 -0.214 -2.867
F: 3.455 -0.484 -4.205
C: 2.357 -0.020 -2.226
C: 2.350 0.221 -0.807
C: 1.061 0.264 -0.163
O: 0.010 0.085 -0.862
C: 1.183 0.589 1.263
C: 2.382 0.936 1.813
N: 3.573 0.854 1.148
C: 3.589 0.399 -0.134
C: -0.001 0.739 2.150
O: 0.134 1.150 3.319
O: -1.203 0.409 1.674
H: 5.719 1.497 3.726
H: 4.271 0.563 3.799
H: 4.148 2.345 3.627
H: 5.118 2.275 1.378
H: 5.590 -0.764 1.717
H: 6.817 0.606 1.947
H: 6.829 -0.476 -0.497
H: 6.588 1.247 -0.565
H: 5.731 -0.517 -2.702
H: 1.449 0.019 -2.763
H: 2.400 1.179 2.869
C: -3.978 -3.174 0.104
As: -2.213 -2.327 -0.087
C: -1.530 -2.928 1.700
C: -1.501 -3.682 -1.427
C: -0.070 -4.062 -1.138
C: 0.242 -5.275 -0.486
C: 1.569 -5.621 -0.320
C: 2.576 -4.801 -0.827
C: 2.298 -3.561 -1.437
C: 0.952 -3.213 -1.616
H: -4.691 -2.658 -0.486
H: -4.264 -3.274 1.152
H: -3.943 -4.214 -0.270
H: -1.403 -4.041 1.677
H: -2.316 -2.614 2.390
H: -0.494 -2.495 1.836
H: -1.565 -3.165 -2.367
H: -2.189 -4.529 -1.410
H: -0.567 -5.881 -0.090
H: 1.831 -6.477 0.280
H: 3.585 -5.139 -0.730
H: 3.070 -2.878 -1.696
H: 0.714 -2.259 -2.077


8.
ORCA calculation (ωB97M-V/def2-TZVPD) on a cluster of 2 separate species, C2H7N2O in total.

Output
Kohn-Sham gap, eV: 11.61
Charge: +1
HOMO level, eV: -15.12
E_LUMO, eV: -3.5
Relative energy (zero: lowest compared OMol25 entry of this formula, charge and spin), kJ/mol: 252.56

Atoms and positions in Å:
C: -2.083 -0.590 -0.544
C: -0.964 -0.220 0.217
N: -0.370 0.584 0.975
N: 2.112 0.278 0.004
O: -0.771 -0.858 -0.913
H: -2.794 -1.412 -0.251
H: -2.492 0.219 -1.074
H: 2.431 1.104 -0.435
H: -1.057 0.817 1.728
H: 2.923 -0.178 0.439
H: 1.786 -0.153 -0.814
H: 1.279 0.409 0.667


9.
ORCA calculation (ωB97M-V/def2-TZVPD) on the ion C4H7O2 with charge +1.

Output
Kohn-Sham gap (spin up / spin down), eV: 9.30 / 8.10
Charge: +1
HOMO level (spin up / spin down), eV: -14.56 / -14.31
E_LUMO (spin up / spin down), eV: -5.3 / -6.2
Relative energy (zero: lowest compared OMol25 entry of this formula, charge and spin), kJ/mol: 552.71

Atoms and positions in Å:
C: 2.551 0.585 -0.217
C: 1.070 0.751 -0.084
C: 0.284 -1.522 0.417
C: -1.274 0.132 -0.209
O: 3.091 -0.435 -0.057
O: 0.164 -0.248 0.020
H: 3.001 1.625 -0.243
H: 0.593 1.631 -0.420
H: 1.320 -1.791 0.501
H: -0.675 -1.998 0.632
H: -1.390 1.194 0.221
H: -1.565 0.000 -1.310
H: -1.886 -0.524 0.583


10.
ORCA calculation (ωB97M-V/def2-TZVPD) on a structure of composition C32H45GeO10P2SW.

Output
Kohn-Sham gap (spin up / spin down), eV: 6.91 / 6.91
Charge: +1
HOMO level (spin up / spin down), eV: -11.13 / -11.13
E_LUMO (spin up / spin down), eV: -4.2 / -4.2
Relative energy (zero: lowest compared OMol25 entry of this formula, charge and spin), kJ/mol: 373.58

Atoms and positions in Å:
W: 0.053 0.984 0.424
C: 1.271 -2.395 -3.697
C: 2.035 -3.215 -2.685
C: 1.476 -4.605 -2.473
O: 2.145 -2.485 -1.398
P: 1.081 -1.946 -0.419
O: 0.809 -0.457 -0.688
C: 1.739 -2.407 1.202
P: 0.748 -1.535 2.444
O: -0.134 -0.531 1.694
O: -0.274 -2.655 2.837
C: -0.603 -3.332 4.097
C: 0.559 -4.194 4.546
C: -1.087 -2.355 5.152
O: 1.374 -1.157 3.793
C: 2.407 -0.286 4.396
C: 3.302 -1.190 5.210
C: 1.694 0.755 5.226
O: -0.204 -2.802 -0.565
C: -1.647 -2.458 -0.531
C: -2.098 -2.070 -1.919
C: -2.341 -3.680 0.016
H: 1.320 -2.891 -4.666
H: 1.694 -1.395 -3.795
H: 0.221 -2.299 -3.411
H: 3.076 -3.292 -2.982
H: 0.417 -4.574 -2.218
H: 2.016 -5.129 -1.681
H: 1.596 -5.168 -3.399
H: 2.802 -2.194 1.260
H: 1.543 -3.476 1.287
H: -1.434 -3.969 3.801
H: 1.425 -3.577 4.791
H: 0.838 -4.905 3.766
H: 0.272 -4.758 5.434
H: -0.257 -1.816 5.606
H: -1.615 -2.905 5.932
H: -1.780 -1.635 4.712
H: 2.975 0.180 3.601
H: 2.722 -1.706 5.979
H: 4.072 -0.592 5.698
H: 3.787 -1.935 4.576
H: 1.062 0.276 5.977
H: 1.077 1.394 4.599
H: 2.435 1.374 5.732
H: -1.769 -1.614 0.125
H: -1.989 -2.897 -2.624
H: -1.540 -1.202 -2.279
H: -3.150 -1.781 -1.870
H: -2.179 -4.537 -0.641
H: -3.413 -3.485 0.083
H: -1.964 -3.919 1.012
O: 1.819 1.821 -0.005
S: 2.228 1.489 1.427
O: 3.300 2.248 1.952
O: 0.858 1.716 2.115
O: 2.409 0.022 1.425
C: -1.862 0.863 0.232
Ge: -1.481 1.938 -1.276
C: -2.852 3.070 -2.047
C: -2.524 4.112 -2.907
C: -3.523 4.940 -3.395
C: -4.849 4.730 -3.027
C: -5.178 3.691 -2.168
C: -4.178 2.862 -1.674
C: -0.487 1.489 -2.974
C: -1.289 1.328 -4.106
C: -0.726 1.096 -5.353
C: 0.653 1.027 -5.490
C: 1.461 1.161 -4.369
C: 0.897 1.370 -3.117
C: -0.149 3.400 -0.588
C: 0.753 4.120 -1.377
C: 1.530 5.111 -0.822
C: 1.431 5.415 0.542
C: 0.529 4.742 1.335
C: -0.260 3.743 0.770
H: -1.493 4.274 -3.201
H: -3.269 5.757 -4.060
H: -5.626 5.380 -3.410
H: -6.209 3.536 -1.875
H: -4.416 2.049 -0.994
H: -2.365 1.419 -4.007
H: -1.366 0.983 -6.221
H: 1.098 0.880 -6.467
H: 2.539 1.110 -4.469
H: 1.565 1.487 -2.280
H: 0.831 3.908 -2.437
H: 2.218 5.664 -1.449
H: 2.046 6.197 0.967
H: 0.411 5.008 2.377
H: -1.039 3.288 1.358


11.
ORCA calculation (ωB97M-V/def2-TZVPD) on a structure of composition C11H8Cl2IrN2O3SeTm.

Output
Kohn-Sham gap (spin up / spin down), eV: 4.88 / 3.58
Charge: +4
HOMO level (spin up / spin down), eV: -19.84 / -22.05
Spin multiplicity: 7
E_LUMO (spin up / spin down), eV: -15.0 / -18.5
Relative energy (zero: lowest compared OMol25 entry of this formula, charge and spin), kJ/mol: 361.94

Atoms and positions in Å:
Ir: -3.654 0.504 -4.208
Tm: -2.291 0.123 -1.924
Cl: -1.660 -0.761 -4.255
Cl: -3.693 1.868 -0.968
C: -0.225 1.388 -1.929
C: -4.731 -0.522 -5.321
C: -4.806 1.929 -3.843
O: 0.843 1.816 -1.954
O: -5.446 -1.119 -6.026
O: -5.624 2.741 -3.661
C: 1.941 -2.732 0.601
N: 1.297 -1.495 0.993
C: 0.120 -1.047 0.462
Se: -0.941 -2.038 -0.718
N: -0.065 0.210 1.001
C: 0.937 0.487 1.938
C: 1.185 1.635 2.690
C: 2.373 1.661 3.436
C: 3.270 0.576 3.407
C: 3.002 -0.571 2.643
C: 1.811 -0.578 1.919
H: 2.832 -2.854 1.222
H: 2.232 -2.692 -0.455
H: 1.252 -3.570 0.748
H: -0.873 0.819 0.900
H: 0.451 2.442 2.670
H: 2.605 2.535 4.051
H: 4.182 0.661 3.990
H: 3.676 -1.417 2.592


no.,energy (eV)
1,-9966.978
2,-121325.119
3,-32526.953
4,-54823.037
5,-28465.433
6,-70199.351
7,-178588.925
8,-7206.527
9,-8342.538
10,-142139.547
11,-143369.252